Formula: C35H56BrCl5FeSe3SiTe
Source: the Open Molecules 2025 dataset
Level of theory: ωB97M-V with the def2-TZVPD basis set

Cartesian coordinates (Å):
Te  2.493  1.224  4.667
Br  0.323  -1.450  0.303
Se  -0.420  -1.081  3.573
Se  0.873  0.812  2.872
Se  0.253  -1.693  5.581
Fe  0.027  1.074  0.823
Cl  -2.060  2.417  3.917
Cl  -5.104  2.232  3.978
Cl  -5.151  0.078  -0.961
Cl  -6.681  0.995  1.606
Cl  -2.066  0.375  -1.084
Si  0.009  -3.647  -0.255
C  -2.393  3.680  -1.589
C  1.663  2.955  0.729
C  -2.623  -3.190  0.746
C  0.532  3.744  0.388
C  0.576  -2.679  -2.915
C  0.075  3.292  -0.893
C  0.811  6.216  0.821
C  -0.676  5.440  -2.005
C  -4.245  1.643  2.601
C  -2.242  -5.393  -0.386
C  -1.401  5.100  1.370
C  -0.118  -4.694  2.425
C  2.482  -3.662  -1.689
C  0.679  -5.142  -2.592
C  -2.852  1.720  2.539
C  0.970  -3.787  -1.927
C  1.150  -6.052  0.762
C  3.260  1.289  -0.481
C  0.816  -4.619  1.208
C  -2.450  -3.307  -1.716
C  2.105  -3.938  1.697
C  -4.962  1.115  1.532
C  3.650  0.462  0.748
C  1.944  2.029  -0.305
C  -0.902  3.923  -1.900
C  0.118  4.915  1.290
C  -0.636  3.374  -3.312
C  -4.280  0.706  0.394
C  -2.899  0.831  0.373
C  4.354  2.342  -0.719
C  -2.113  1.317  1.420
C  0.923  2.210  -1.268
C  -1.896  -3.895  -0.411
C  3.201  0.361  -1.695
C  0.597  4.689  2.736
H  1.925  -6.064  -0.006
H  0.879  6.924  1.653
H  4.088  2.984  -1.562
H  -1.642  5.947  2.017
H  0.407  3.529  -3.596
H  -1.272  3.899  -4.030
H  0.750  -1.687  -2.501
H  -3.326  -5.516  -0.459
H  -1.919  -5.876  0.536
H  5.312  1.858  -0.934
H  -0.864  2.310  -3.389
H  -1.195  5.828  -2.886
H  2.861  -3.846  0.917
H  1.823  5.993  0.481
H  -1.067  5.973  -1.144
H  3.679  1.071  1.652
H  -3.700  -3.367  0.657
H  0.273  -6.576  0.374
H  1.678  4.794  2.829
H  0.314  3.708  3.105
H  -2.306  -3.547  1.725
H  2.379  -0.349  -1.585
H  -3.541  -3.392  -1.709
H  4.132  -0.205  -1.780
H  3.052  0.924  -2.619
H  0.279  6.707  0.010
H  1.192  -2.772  -3.815
H  0.959  -5.981  -1.953
H  -1.787  -5.925  -1.225
H  1.526  -6.621  1.617
H  2.945  -0.354  0.914
H  2.999  -3.646  -2.654
H  2.532  -4.533  2.511
H  4.479  2.973  0.162
H  0.387  5.665  -2.105
H  0.390  -5.236  3.229
H  4.643  0.024  0.603
H  -2.601  3.729  -0.520
H  -2.086  -3.846  -2.593
H  0.136  5.436  3.387
H  2.879  -4.502  -1.117
H  1.905  -2.944  2.099
H  2.730  -2.737  -1.165
H  -2.710  2.705  -1.949
H  -0.379  -5.244  -2.843
H  -0.351  -3.700  2.811
H  -3.008  4.432  -2.094
H  -0.467  -2.739  -3.218
H  -1.863  5.274  0.401
H  1.249  -5.226  -3.523
H  -1.852  4.203  1.794
H  2.297  3.120  1.588
H  -2.469  -2.110  0.714
H  0.871  1.674  -2.203
H  -2.205  -2.250  -1.820
H  -1.051  -5.217  2.214

Atoms 1-6, force components in eV/Å:
Te 0.3 0.2 0.1
Br 0.3 -0.9 -0.3
Se -0.3 -0.3 0.4
Se 0.8 -0.6 2.6
Se 0.0 0.1 -0.1
Fe -0.9 2.6 -2.0

- Electronic energy: -415459.649 eV
- Gap between HOMO and LUMO (spin up / spin down): 6.06 / 5.06 eV
- Multiplicity: 6
- ⟨S²⟩: 8.78
- Total charge: -1
- LUMO energy (spin up / spin down): 2.1 / 1.0 eV

Löwdin atomic charge list, values in e, 6 entries: Te 0.137; Br 0.632; Se -0.067; Se -0.182; Se 0.006; Fe 0.158


Formula: C6H11N3O
Source: the Open Molecules 2025 dataset
Level of theory: ωB97M-V with the def2-TZVPD basis set

Cartesian coordinates (Å):
O  1.610  -0.462  -1.275
N  -1.727  1.346  -1.074
N  -2.166  0.073  0.950
N  -4.353  0.096  1.985
C  3.771  -0.654  -1.687
C  2.736  -0.656  -0.770
C  3.070  -0.692  0.616
C  4.645  -0.679  -2.549
C  -3.492  0.340  0.987
C  -1.346  0.545  -0.046
H  -4.074  -0.086  2.869
H  3.993  -1.159  1.014
H  2.309  -1.143  1.223
H  3.089  0.299  1.071
H  -5.364  0.156  1.852
H  -3.855  0.454  -0.058
H  -2.390  2.014  -1.178
H  0.920  -0.470  -0.628
H  -1.749  -0.211  1.833
H  -0.978  1.459  -1.757
H  5.352  -0.568  -3.377

Atoms 1-6, force components in eV/Å:
O -0.9 -0.1 -1.1
N 3.4 -3.7 2.2
N -2.0 2.1 1.2
N 0.4 1.5 -5.1
C 2.4 -0.5 -2.5
C 2.8 0.5 -0.7

- Electronic energy: -12897.107 eV
- Gap between HOMO and LUMO: 8.44 eV
- Relative energy (zero: lowest compared OMol25 entry of this formula, charge and spin): 77.6 kcal per mole
- Total charge: +2
- LUMO energy: -8.0 eV

natural (NBO) atomic charge list, values in e, 6 entries: O -0.506; N -0.736; N -0.589; N -0.637; C -0.215; C 0.609


Formula: C32H21F4GeN4ORuSbSe4
Source: the Open Molecules 2025 dataset
Level of theory: ωB97M-V with the def2-TZVPD basis set

Cartesian coordinates (Å):
Sb  4.540  -2.579  -1.268
Ru  1.620  0.106  -0.435
Se  2.556  1.519  -1.775
Se  6.144  -2.744  -3.002
Se  4.809  -4.148  0.519
Se  3.353  -0.552  -1.590
Ge  1.059  -2.311  -0.365
F  -1.232  -0.813  3.613
F  0.854  -0.077  2.239
F  -1.993  3.693  4.904
F  0.257  4.401  3.709
O  0.383  1.815  -0.108
N  -4.126  -1.176  4.169
N  -4.470  2.553  6.278
N  3.420  0.860  1.226
N  2.296  4.911  1.349
C  -0.645  -1.313  -0.567
C  -3.798  1.886  5.622
C  -3.006  1.028  4.835
C  0.727  2.189  3.022
C  -2.776  0.527  -0.584
C  2.771  1.651  1.781
C  0.070  2.991  -0.389
C  0.445  -5.327  -3.984
C  0.237  0.865  3.007
C  1.766  -3.561  -3.051
C  -1.560  -1.259  0.460
C  1.511  -4.449  -4.086
C  1.010  -3.597  -1.885
C  -1.872  0.522  -1.672
C  2.145  3.913  1.908
C  -2.650  -0.375  0.435
C  -3.599  -0.209  4.509
C  -0.100  3.111  3.702
C  1.323  -3.339  1.315
C  -0.332  -5.353  -2.836
C  -0.041  -4.507  -1.779
C  -0.061  0.481  -3.812
C  -1.265  2.743  4.321
C  -1.746  1.409  4.310
C  -1.925  1.501  -2.690
C  1.910  2.593  2.336
C  -1.015  1.509  -3.712
C  0.879  3.915  -1.244
C  -0.910  0.482  3.644
C  -0.834  -0.452  -1.698
C  -1.205  3.535  0.141
C  0.012  -0.483  -2.839
H  -1.179  -6.021  -2.771
H  -3.356  -0.384  1.256
H  0.700  -1.313  -2.980
H  2.130  -4.425  -4.971
H  0.211  -5.991  -4.804
H  -1.441  -1.926  1.303
H  2.527  -2.791  -3.166
H  -3.565  1.268  -0.577
H  -2.682  2.273  -2.618
H  1.902  4.027  -0.886
H  0.829  3.625  -2.298
H  -1.035  2.291  -4.461
H  0.354  -3.749  1.604
H  -1.833  2.728  0.517
H  0.625  0.450  -4.650
H  -0.964  4.228  0.953
H  1.701  -2.716  2.125
H  -1.724  4.103  -0.630
H  -0.639  -4.537  -0.875
H  0.462  4.921  -1.200
H  2.040  -4.145  1.144

Atoms 1-6, force components in eV/Å:
Sb 2.7 -3.3 0.5
Ru -6.0 0.3 4.7
Se 1.9 4.1 -2.9
Se -0.4 0.2 0.2
Se -0.2 0.3 0.0
Se 2.9 -1.5 -3.1

- Electronic energy: -379415.806 eV
- Gap between HOMO and LUMO (spin up / spin down): 5.38 / 5.05 eV
- Multiplicity: 5
- Relative energy (zero: lowest compared OMol25 entry of this formula, charge and spin): 88.3 kcal per mole
- ⟨S²⟩: 6.11
- LUMO energy (spin up / spin down): -2.4 / -3.2 eV

Löwdin atomic charge list, values in e, 6 entries: Sb 0.071; Ru 0.516; Se 0.494; Se -0.048; Se 0.045; Se -0.030


Formula: C4H12N2S
Source: the Open Molecules 2025 dataset
Level of theory: ωB97M-V with the def2-TZVPD basis set

Cartesian coordinates (Å):
S  -2.555  -0.022  -0.855
N  1.553  0.760  -0.242
N  -1.406  0.214  2.093
C  0.085  0.482  -0.010
C  -0.089  0.214  1.520
C  -0.715  -0.512  -0.711
C  1.932  -0.286  -1.136
H  0.593  1.044  2.160
H  -2.831  -0.026  -2.170
H  2.094  -1.292  -0.431
H  0.362  -0.812  1.618
H  -0.394  1.468  -0.209
H  -1.934  -0.561  1.688
H  -0.436  -0.707  -1.764
H  1.933  1.149  0.684
H  -1.848  1.079  1.784
H  -0.804  -1.502  -0.323
H  3.053  -0.220  -1.579
H  1.407  -0.470  -2.117

Atoms 1-6, force components in eV/Å:
S 0.4 0.1 0.6
N -2.9 0.4 -0.4
N -0.2 0.0 -0.5
C 0.1 4.1 3.1
C 2.7 0.9 1.0
C -1.9 -1.1 -3.6

- Electronic energy: -18155.024 eV
- Gap between HOMO and LUMO: 9.13 eV
- Relative energy (zero: lowest compared OMol25 entry of this formula, charge and spin): 69.1 kcal per mole
- SMILES: CN[C@H](CN)CS
- LUMO energy: 0.7 eV

natural (NBO) atomic charge list, values in e, 6 entries: S -0.107; N -0.668; N -0.819; C -0.136; C -0.194; C -0.487